Version P
Computed, not measured: a cluster of 2 separate species, C5H13N2O in total, with the ωB97M-V functional and the def2-TZVPD basis.

Last column: natural (NBO) charge in e.
Cartesian coordinates (Å):
C (2.166, 0.402, -0.200)  -0.26
C (0.909, 1.051, -0.885)  -0.46
C (-0.368, 0.766, -0.147)  -0.31
C (-1.414, -0.011, -0.479)  -0.02
N (-2.603, 0.090, 0.240)  -0.42
C (-3.037, 1.236, 0.576)  0.00
N (1.696, -0.636, 0.750)  -0.70
H (2.967, 0.083, -0.868)  0.25
H (2.809, 1.158, 0.262)  0.24
H (1.060, 2.150, -0.785)  0.25
H (0.984, 0.842, -1.950)  0.24
H (-0.428, 1.408, 0.742)  0.21
H (-1.320, -0.656, -1.346)  0.21
H (-2.777, 2.179, 0.083)  0.18
H (-3.838, 1.174, 1.310)  0.20
H (0.683, -0.839, 0.681)  0.48
H (1.690, -0.308, 1.720)  0.44
H (2.172, -1.528, 0.623)  0.46
H (-0.873, -2.228, -0.354)  0.48
H (-0.385, -3.617, 0.082)  0.50
O (-0.094, -2.716, -0.055)  -0.98

Its total charge is +1. The gap between HOMO and LUMO is 9.6003 eV.

=====

Version Q
Computed, not measured: a cluster of 2 separate species, C5H13N2O in total, with the ωB97M-V functional and the def2-TZVPD basis.

Last column: natural (NBO) charge in e.
Cartesian coordinates (Å):
C (-1.788, -0.591, 0.589)  -0.14
C (-1.483, -0.392, -0.952)  -0.59
C (-0.149, -0.171, -1.386)  0.45
C (0.642, 1.035, -1.092)  -0.26
N (1.052, 1.313, 0.270)  -0.54
C (2.053, 0.844, -0.675)  -0.21
N (-1.743, 0.608, 1.320)  -0.87
H (-2.813, -0.962, 0.603)  0.23
H (-1.119, -1.386, 0.932)  0.21
H (-1.901, -1.260, -1.458)  0.27
H (-2.049, 0.509, -1.217)  0.34
H (0.318, -0.867, -2.088)  0.23
H (0.359, 1.889, -1.700)  0.29
H (2.321, -0.206, -0.630)  0.18
H (2.797, 1.548, -0.989)  0.24
H (-2.172, 0.644, 2.226)  0.41
H (-1.026, 1.297, 1.186)  0.39
H (2.083, -1.636, 0.736)  0.47
H (1.574, -2.481, 1.883)  0.50
H (0.832, 0.545, 0.905)  0.38
O (1.265, -1.879, 1.184)  -0.96

Its total charge is +1. The gap between HOMO and LUMO is 6.0832 eV.

=====

Version R
Computed, not measured: a cluster of 2 separate species, C5H13N2O in total, with the ωB97M-V functional and the def2-TZVPD basis.

Last column: natural (NBO) charge in e.
Cartesian coordinates (Å):
N (4.848, -0.300, 0.165)  -1.10
C (1.104, 0.117, 0.625)  0.07
C (0.011, -0.746, 0.723)  -0.42
N (-1.527, -0.251, 0.079)  -0.18
C (-2.386, 0.557, 0.988)  -0.46
C (-1.311, 0.507, -1.177)  -0.32
C (-2.536, -0.251, -1.814)  0.44
O (-3.623, 0.214, -1.878)  -0.43
H (5.487, -1.072, 0.190)  0.39
H (5.299, 0.540, 0.475)  0.38
H (3.888, -0.423, 0.400)  0.34
H (1.243, 0.897, 1.361)  0.23
H (1.672, -0.059, -0.282)  0.23
H (0.061, -1.622, 0.087)  0.25
H (-0.284, -1.061, 1.725)  0.29
H (-1.788, 0.925, 1.813)  0.24
H (-3.280, 0.028, 1.306)  0.25
H (-2.802, 1.363, 0.400)  0.23
H (-0.362, 0.217, -1.608)  0.21
H (-1.485, 1.579, -1.229)  0.23
H (-2.228, -1.159, -2.351)  0.15

Its total charge is +1. The gap between HOMO and LUMO is 4.6343 eV.

=====

Of them, version P has the highest stability.

=====

Version P
Computed, not measured: a cluster of 2 separate species, C5H12S in total, with the ωB97M-V functional and the def2-TZVPD basis.

Last column: natural (NBO) charge in e.
Cartesian coordinates (Å):
C (1.745, 1.498, -0.721)  -0.42
C (1.806, 0.157, -0.785)  -0.16
C (2.074, -0.868, 0.265)  -0.67
H (1.102, 1.918, -1.496)  0.19
H (2.466, 2.205, -0.338)  0.21
H (1.402, -0.247, -1.713)  0.19
H (2.620, -0.549, 1.158)  0.22
H (1.152, -1.380, 0.531)  0.23
H (2.716, -1.732, 0.045)  0.22
C (-2.218, 0.408, -0.451)  -0.63
C (-1.247, -0.147, 0.539)  -0.48
S (-2.261, -0.610, 2.065)  -0.10
H (-3.005, -0.338, -0.594)  0.22
H (-1.824, 0.671, -1.436)  0.21
H (-2.736, 1.302, -0.082)  0.21
H (-0.644, -0.863, -0.019)  0.22
H (-0.558, 0.466, 1.114)  0.23
H (-2.589, -1.891, 1.919)  0.12

The gap between HOMO and LUMO is 9.8729 eV.

=====

Version Q
Computed, not measured: a cluster of 2 separate species, C5H12S in total, with the ωB97M-V functional and the def2-TZVPD basis.

Last column: natural (NBO) charge in e.
Cartesian coordinates (Å):
C (-1.064, 1.302, -0.782)  -0.40
C (-1.842, 0.397, -1.355)  -0.16
C (-2.003, -1.043, -0.979)  -0.66
H (-1.120, 2.333, -1.109)  0.19
H (-0.467, 1.115, 0.092)  0.18
H (-2.395, 0.719, -2.235)  0.19
H (-1.288, -1.646, -1.536)  0.23
H (-1.864, -1.207, 0.094)  0.21
H (-3.044, -1.342, -1.107)  0.22
C (0.930, -1.020, 1.706)  -0.74
S (1.665, -0.754, 0.064)  0.17
C (2.420, 0.869, 0.272)  -0.75
H (0.249, -1.867, 1.610)  0.23
H (0.324, -0.160, 1.975)  0.21
H (1.724, -1.324, 2.378)  0.22
H (2.444, 1.411, -0.672)  0.23
H (1.887, 1.455, 1.011)  0.22
H (3.442, 0.762, 0.573)  0.21

The gap between HOMO and LUMO is 9.4086 eV.

=====

Of them, version Q has the highest stability.

=====

Version P
Computed, not measured: a cluster of 2 separate species, C5H12S in total, with the ωB97M-V functional and the def2-TZVPD basis.

Last column: natural (NBO) charge in e.
Cartesian coordinates (Å):
C (2.095, -1.287, 0.522)  -0.43
C (2.062, -0.271, 1.448)  -0.15
C (2.850, 1.026, 1.371)  -0.65
H (1.742, -2.297, 0.757)  0.19
H (2.356, -1.252, -0.539)  0.20
H (1.501, -0.387, 2.376)  0.19
H (3.656, 0.874, 2.002)  0.22
H (3.340, 1.047, 0.407)  0.21
H (2.340, 1.970, 1.662)  0.22
C (-3.193, -0.445, -1.475)  -0.63
C (-2.195, 0.118, -0.576)  -0.53
S (-1.406, 1.740, -0.800)  -0.05
H (-2.740, -0.651, -2.461)  0.21
H (-4.095, 0.168, -1.479)  0.22
H (-3.594, -1.419, -1.064)  0.22
H (-2.481, 0.026, 0.473)  0.22
H (-1.223, -0.433, -0.558)  0.22
H (-1.016, 1.474, -2.065)  0.11

The gap between HOMO and LUMO is 9.7453 eV.

=====

Version Q
Computed, not measured: a cluster of 2 separate species, C5H12S in total, with the ωB97M-V functional and the def2-TZVPD basis.

Last column: natural (NBO) charge in e.
Cartesian coordinates (Å):
C (1.177, -1.651, 0.942)  -0.60
C (0.746, -0.189, 0.910)  -0.41
C (-0.434, 0.057, 1.837)  -0.50
S (-0.866, 1.833, 1.830)  -0.06
H (2.013, -1.828, 0.267)  0.22
H (0.358, -2.311, 0.652)  0.20
H (1.495, -1.935, 1.947)  0.20
H (1.580, 0.453, 1.205)  0.20
H (0.467, 0.097, -0.107)  0.21
H (-0.188, -0.237, 2.857)  0.21
H (-1.300, -0.511, 1.502)  0.21
H (-1.974, 1.714, 2.574)  0.12
C (-0.101, 1.266, -2.771)  -0.38
C (-0.924, 0.235, -2.706)  -0.39
H (0.371, 1.564, -3.699)  0.19
H (0.131, 1.863, -1.897)  0.20
H (-1.148, -0.379, -3.569)  0.19
H (-1.403, -0.039, -1.774)  0.19

The gap between HOMO and LUMO is 9.9837 eV.

=====

Of them, version Q has the highest stability.

=====

Version P
Computed, not measured: a cluster of 2 separate species, CH7NO in total, with the ωB97M-V functional and the def2-TZVPD basis.

Last column: natural (NBO) charge in e.
Cartesian coordinates (Å):
C (0.237, 0.127, 1.080)  -0.43
N (1.221, -0.164, 0.005)  -0.84
H (-0.328, -0.784, 1.243)  0.17
H (0.734, 0.498, 1.971)  0.20
H (-0.430, 0.988, 0.909)  0.17
H (1.889, 0.598, 0.086)  0.34
H (0.842, -0.169, -0.891)  0.38
O (-1.050, -0.121, -1.502)  -0.94
H (-1.335, -0.729, -0.770)  0.47
H (-1.781, -0.245, -2.130)  0.48

The gap between HOMO and LUMO is 9.7627 eV.

=====

Version Q
Computed, not measured: a cluster of 2 separate species, CH7NO in total, with the ωB97M-V functional and the def2-TZVPD basis.

Last column: natural (NBO) charge in e.
Cartesian coordinates (Å):
C (1.139, -0.167, 3.327)  -0.43
N (0.423, -0.079, 1.961)  -0.83
H (2.198, -0.247, 3.335)  0.18
H (0.770, -1.119, 3.801)  0.19
H (0.712, 0.759, 3.773)  0.20
H (1.071, 0.567, 1.412)  0.34
H (0.498, -1.052, 1.511)  0.34
O (-2.681, 0.436, -6.495)  -0.93
H (-1.991, -0.023, -6.911)  0.46
H (-2.140, 0.925, -5.713)  0.47

The gap between HOMO and LUMO is 10.7374 eV.

=====

Of them, version P has the highest stability.